A 2-piece molecular cluster, C16H29NO6 overall in a non-equilibrium geometry, computed with wB97M-V/def2-TZVPD.

Last column: natural (NBO) charge in e.
Positions of all 52 atoms, in Å:
C (5.37132, -0.64178, -0.57748)  -0.6822
C (3.91780, -0.21524, -0.55640)  0.4233
C (3.22155, -0.23512, -1.91125)  -0.7220
N (3.38671, 0.06297, 0.57003)  -0.5322
C (2.64657, 1.31360, 0.69091)  0.4591
C (3.44106, 2.60678, 0.57082)  -0.4805
C (3.80957, 3.07342, -0.84561)  -0.0713
O (5.01112, 3.84319, -0.86444)  -0.7010
O (2.31786, 1.33673, 2.12520)  -0.5332
C (1.18316, 0.63081, 2.30391)  0.9873
O (0.97504, -0.17308, 3.07115)  -0.5105
O (0.32124, 1.09953, 1.32648)  -0.5304
C (1.15313, 1.25022, 0.17895)  0.0310
C (0.61006, 2.30697, -0.77123)  -0.5373
C (-0.70984, 1.80029, -1.38357)  0.8027
O (-1.65052, 2.47488, -1.34831)  -0.5080
O (-0.73569, 0.57692, -2.01492)  -0.7290
H (5.98025, 0.06179, -1.14268)  0.2341
H (5.72992, -0.81416, 0.43193)  0.2419
H (5.40480, -1.62114, -1.07396)  0.2223
H (2.42018, -0.96958, -1.89904)  0.2483
H (3.91342, -0.39041, -2.73421)  0.2314
H (2.75390, 0.73658, -2.08477)  0.2223
H (2.82223, 3.38528, 1.01338)  0.2388
H (4.33946, 2.54003, 1.18450)  0.2358
H (3.03333, 3.73860, -1.21746)  0.1845
H (3.90637, 2.26825, -1.58172)  0.1579
H (5.64875, 3.30981, -0.37414)  0.4589
H (1.03997, 0.29323, -0.33941)  0.1777
H (1.26460, 2.47201, -1.62649)  0.2359
H (0.35311, 3.25023, -0.29746)  0.2522
H (-0.79843, -0.08977, -1.31250)  0.4943
C (-3.08723, 0.25453, 0.72926)  -0.6080
C (-3.51934, -0.88648, 1.64316)  -0.4020
C (-3.08626, -2.26140, 1.13761)  -0.3961
C (-3.67595, -2.67084, -0.21421)  -0.3964
C (-5.20195, -2.68433, -0.27804)  -0.3985
C (-5.83837, -3.68591, 0.68058)  -0.6095
H (-3.54387, 0.17744, -0.25935)  0.2039
H (-3.38242, 1.21532, 1.15214)  0.2188
H (-2.00188, 0.26004, 0.61050)  0.1847
H (-4.60358, -0.85444, 1.78278)  0.1941
H (-3.07943, -0.72899, 2.63160)  0.2071
H (-3.34543, -3.01194, 1.88974)  0.2018
H (-1.99352, -2.28241, 1.05942)  0.1962
H (-3.30040, -3.66794, -0.46720)  0.1987
H (-3.29714, -2.00273, -0.99464)  0.1953
H (-5.50233, -2.93817, -1.29835)  0.2010
H (-5.60044, -1.68508, -0.08257)  0.1958
H (-5.48379, -4.69871, 0.47695)  0.2004
H (-6.92397, -3.68244, 0.56895)  0.2093
H (-5.61467, -3.44740, 1.72151)  0.2013

## Properties
HOMO level in eV: -9.43
LUMO level in Eh: 0.00660
Gap between HOMO and LUMO in eV: 9.6
SMILES: CC(C)=N[C@]1(CCO)OC(=O)O[C@H]1CC(=O)O.CCCCCC
Largest force on an atom in eV/A: 5.88